No. 1
C35H53Ge2O3Se2Ti as an isolated structure. Source: OMol25; level of theory: ωB97M-V/def2-TZVPD.

## Properties
* gap between HOMO and LUMO (spin up / spin down): 7.638 / 7.166 eV
* lowest unoccupied orbital energy (spin up / spin down): 0.6 / -1.0 eV
* HOMO level (spin up / spin down): -7.087 / -8.130 eV
* E: -11397.35933 a.u.

Structure (ORCA input):
```
! RIJCOSX wB97M-V def2-TZVPD def2/J DEFGRID3
* xyz 0 4
Ti -0.878 -0.781 -0.001
C 0.141 -3.263 2.305
C 1.000 -3.268 1.047
C 2.359 -2.638 1.330
C 1.185 -4.699 0.553
O 0.367 -2.471 0.031
Ge -0.398 -3.115 -1.619
O -2.040 -2.740 -0.735
C -3.323 -3.278 -1.088
C -3.227 -4.117 -2.360
C -4.301 -2.131 -1.310
C -3.786 -4.157 0.071
O -0.376 -1.196 -1.956
C -0.172 -0.603 -3.248
C 1.194 -1.041 -3.766
C -1.286 -1.063 -4.184
C -0.206 0.907 -3.079
H 0.602 -3.876 3.082
H -0.855 -3.652 2.087
H 0.032 -2.246 2.685
H 2.873 -3.167 2.134
H 2.230 -1.594 1.625
H 2.977 -2.680 0.432
H 1.697 -5.285 1.318
H 1.785 -4.726 -0.358
H 0.222 -5.175 0.353
H -2.883 -3.511 -3.201
H -4.209 -4.519 -2.612
H -2.541 -4.957 -2.229
H -3.942 -1.477 -2.108
H -4.416 -1.539 -0.403
H -5.282 -2.516 -1.597
H -3.076 -4.973 0.227
H -4.769 -4.587 -0.133
H -3.847 -3.572 0.989
H 1.238 -2.127 -3.874
H 1.972 -0.723 -3.072
H 1.393 -0.595 -4.742
H -1.245 -2.145 -4.332
H -1.187 -0.586 -5.160
H -2.259 -0.801 -3.766
H 0.573 1.203 -2.374
H -1.177 1.228 -2.700
H -0.014 1.401 -4.032
C -2.436 0.336 3.276
Se -2.719 -1.045 1.922
C -6.000 0.550 2.680
C -5.893 1.689 2.018
Se -2.909 0.940 -0.343
C -2.481 2.506 0.744
H -2.628 -0.120 4.245
H -3.153 1.136 3.112
H -1.421 0.721 3.267
H -6.080 0.525 3.761
H -6.001 -0.404 2.169
H -5.880 2.644 2.531
H -5.804 1.705 0.939
H -3.395 2.870 1.206
H -2.063 3.268 0.092
H -1.744 2.262 1.504
C 0.416 0.570 0.897
Ge 1.904 1.748 0.532
C 3.118 1.735 2.074
C 2.623 1.664 3.375
C 3.480 1.669 4.467
C 4.852 1.742 4.271
C 5.361 1.813 2.982
C 4.499 1.811 1.893
C 1.225 3.577 0.302
C 0.399 3.907 -0.773
C -0.083 5.198 -0.932
C 0.244 6.181 -0.007
C 1.057 5.865 1.071
C 1.546 4.574 1.220
C 2.979 1.246 -1.027
C 3.665 0.032 -1.021
C 4.489 -0.331 -2.076
C 4.634 0.519 -3.165
C 3.961 1.731 -3.185
C 3.146 2.094 -2.119
H 0.126 0.708 1.947
H 1.553 1.604 3.546
H 3.078 1.613 5.471
H 5.523 1.743 5.120
H 6.431 1.871 2.823
H 4.907 1.863 0.891
H 0.116 3.148 -1.495
H -0.720 5.436 -1.776
H -0.135 7.188 -0.128
H 1.315 6.627 1.796
H 2.189 4.343 2.062
H 3.560 -0.637 -0.175
H 5.015 -1.277 -2.051
H 5.272 0.238 -3.993
H 4.075 2.401 -4.028
H 2.637 3.051 -2.142
*
```

Atomic partial charges in e from the Mulliken method, atoms 1 to 8: 0.4850 -1.5044 1.5241 -1.3597 -2.0656 0.3890 -1.0339 0.2189

=====

No. 2
C35H53N4OP2PbS as an isolated structure at a distorted geometry. Source: OMol25; level of theory: ωB97M-V/def2-TZVPD.

## Properties
* gap between HOMO and LUMO (spin up / spin down): 4.720 / 6.301 eV
* lowest unoccupied orbital energy (spin up / spin down): -11.1 / -9.5 eV
* HOMO level (spin up / spin down): -15.828 / -15.754 eV
* E: -2932.49071 a.u.

Structure (ORCA input):
```
! RIJCOSX wB97M-V def2-TZVPD def2/J DEFGRID3
* xyz 3 1
C 0.466 2.310 -1.817
C 0.065 0.269 -2.929
C 0.775 2.935 -3.026
C 0.572 0.839 -4.146
C 0.911 2.188 -4.200
H 1.015 3.987 -2.990
H 0.596 0.155 -5.004
H 1.172 2.686 -5.136
N 0.129 1.021 -1.760
P 0.955 2.507 1.119
P -1.406 -1.753 -1.489
C 0.612 3.197 -0.554
H 1.481 3.833 -0.783
H -0.271 3.851 -0.457
C -0.558 -1.022 -2.969
H -0.136 -1.633 -3.817
C -1.004 -3.659 -0.863
C -3.057 -1.548 -2.471
C 2.863 2.538 1.112
C 0.206 3.682 2.429
C -0.421 -3.801 0.558
H -1.040 -3.350 1.350
H -0.374 -4.882 0.781
H 0.602 -3.416 0.652
C -2.301 -4.484 -0.861
H -3.015 -4.114 -0.108
H -2.800 -4.534 -1.835
H -2.058 -5.518 -0.565
C 0.043 -4.179 -1.857
H 0.304 -5.227 -1.631
H -0.326 -4.152 -2.891
H 0.976 -3.595 -1.803
C -4.283 -1.858 -1.602
H -4.346 -1.168 -0.745
H -5.176 -1.708 -2.231
H -4.323 -2.888 -1.226
C -3.199 -0.074 -2.929
H -2.966 0.609 -2.100
H -2.546 0.170 -3.777
H -4.255 0.127 -3.199
C -2.883 -2.513 -3.663
H -1.837 -2.567 -4.005
H -3.189 -3.542 -3.423
H -3.472 -2.147 -4.521
C 0.627 3.155 3.817
H 0.062 3.704 4.588
H 0.412 2.080 3.931
H 1.696 3.330 4.011
C -1.330 3.612 2.301
H -1.673 3.951 1.313
H -1.722 2.602 2.491
H -1.764 4.292 3.053
C 0.623 5.154 2.290
H 0.012 5.729 3.004
H 1.672 5.334 2.552
H 0.427 5.558 1.287
C 3.324 1.909 -0.214
H 4.409 1.735 -0.151
H 2.838 0.942 -0.383
H 3.140 2.568 -1.074
C 3.335 1.663 2.283
H 2.912 0.650 2.220
H 4.431 1.587 2.230
H 3.072 2.103 3.253
C 3.486 3.938 1.219
H 3.100 4.640 0.467
H 3.385 4.375 2.221
H 4.566 3.821 1.027
Pb -0.418 0.015 0.702
C -3.333 1.201 0.229
O -4.237 1.894 0.093
N 1.979 -1.174 0.654
C 3.035 -1.662 0.441
C 3.884 -2.256 -0.591
C 5.046 -2.956 -0.252
C 3.451 -2.246 -1.945
C 5.880 -3.425 -1.270
H 5.236 -3.150 0.806
C 4.315 -2.649 -2.960
H 2.426 -1.932 -2.202
C 5.537 -3.233 -2.613
H 6.829 -3.919 -1.055
H 4.010 -2.488 -4.000
H 6.210 -3.537 -3.402
C -2.709 0.886 5.174
N -3.237 -0.134 4.275
C -4.571 -0.274 3.926
C -4.645 -1.220 2.960
N -3.358 -1.704 2.773
C -2.466 -0.951 3.501
S -0.774 -0.889 3.344
H -1.718 0.585 5.524
H -2.635 1.860 4.673
H -3.389 0.987 6.025
H -5.344 0.304 4.398
H -5.465 -1.551 2.352
H -3.080 -2.388 2.084
*
```

Atomic partial charges in e from the Mulliken method, atoms 1 to 8: 0.0030 0.1078 -0.6360 -0.9626 -1.0492 0.6244 0.5296 0.4759

=====

Results for energy relative to the best compared isomer or geometry (same formula, charge and spin): 0.0; 139.5 (in kJ/mol, following the order of the records).